Entry 1:
Below is a 3-piece molecular cluster, C14H24BBrN5O5PS2 overall in a non-equilibrium geometry, with properties calculated with the ωB97M-V functional and the def2-TZVPD basis.

Structure (XYZ):
```
53
Properties=species:S:1:pos:R:3:forces:R:3:nbo_charge:R:1
C 0.2446 5.3935 0.3540 0.1 0.1 1.4 -0.433
N -0.4986 4.1535 -0.0088 0.2 0.2 -0.7 -0.652
C -0.6416 3.9683 -1.4760 -0.6 0.1 -0.6 -0.274
C 0.6601 3.4105 -2.2091 3.4 0.1 -3.2 0.019
C 1.4401 2.0900 -1.7762 2.2 0.6 -2.6 -0.332
B 0.9365 1.1975 -0.4935 -0.7 -0.3 1.7 1.185
O 0.0247 0.1030 -0.7229 0.6 3.0 -0.3 -0.903
O 1.3499 1.5012 0.8707 -1.5 -0.2 -2.5 -0.929
C 2.6893 1.5352 -2.5392 -3.0 2.5 0.4 -0.389
P 3.6391 -0.0450 -2.0191 1.9 1.3 0.2 1.033
O 4.1535 0.3382 -0.3980 -1.5 0.5 -1.9 -0.962
Br 2.2868 -1.8635 -2.0384 -0.2 0.6 0.5 -0.234
C 3.2507 2.2826 -3.8031 -0.3 0.5 0.2 0.102
N 4.4133 1.9000 -4.5883 -4.2 3.6 0.7 -0.554
S 4.4583 3.1175 -5.7854 -2.2 0.0 2.1 0.861
N 3.1308 4.1728 -5.4624 0.2 -3.8 3.8 -0.544
C 2.5110 3.5974 -4.2642 0.9 -0.9 -0.4 0.091
C 1.2435 4.1404 -3.4724 -0.2 -2.5 1.3 -0.145
S 0.4986 5.7058 -4.1747 0.2 -1.1 0.4 -0.015
H 1.3754 5.1809 0.4461 -1.8 0.4 -0.4 0.207
H 0.0594 6.2794 -0.3459 0.2 -1.2 0.8 0.186
H -0.1209 5.6917 1.4128 0.7 -0.4 -1.7 0.210
H -1.4008 4.0821 0.4866 0.8 0.2 -0.7 0.380
H -1.5226 3.2482 -1.6835 1.5 0.9 0.4 0.220
H -0.9591 4.9751 -1.9538 0.8 -1.6 0.4 0.214
H -0.4788 0.3755 -1.5307 0.6 -0.8 0.7 0.495
H 0.5472 1.6458 1.4295 0.9 -0.5 -0.6 0.512
H 4.0853 1.3213 -0.3077 -0.1 -1.0 0.2 0.500
H -0.6383 5.3285 -4.8757 1.0 -0.4 0.7 0.152
C -2.2700 -2.6814 0.0108 0.0 -0.1 -0.1 -0.425
N -2.9265 -2.0599 1.1437 0.5 0.8 0.3 -0.427
C -4.1390 -2.6587 1.6659 0.0 0.2 0.2 -0.411
C -2.4412 -0.9302 1.7353 -0.2 -0.6 -0.3 0.516
O -2.9458 -0.3606 2.6891 -0.1 -0.2 -0.1 -0.646
H -2.9642 -2.7021 -0.8344 0.1 0.0 -0.1 0.183
H -1.9904 -3.7023 0.2803 0.0 0.2 -0.2 0.240
H -1.3734 -2.1276 -0.2756 -0.1 0.1 0.1 0.214
H -4.9521 -1.9302 1.6069 0.0 -0.1 0.1 0.202
H -3.9838 -2.9263 2.7136 -0.2 -0.1 -0.1 0.213
H -4.4020 -3.5498 1.0952 0.2 0.1 0.1 0.213
H -1.5183 -0.5567 1.2630 0.0 -0.1 -0.1 0.117
C 0.8356 -5.6968 3.8317 0.0 0.2 0.0 -0.399
N -0.1731 -4.9708 3.0876 -0.6 -0.6 -0.4 -0.427
C -0.1006 -3.5224 3.0346 -0.3 0.0 -0.2 -0.421
C -1.1884 -5.6045 2.4356 0.5 0.2 0.3 0.539
O -2.0652 -5.0524 1.7944 0.2 -0.1 0.3 -0.646
H 0.8095 -5.3737 4.8756 0.1 -0.1 0.0 0.198
H 1.8184 -5.4781 3.4061 0.0 -0.1 0.2 0.199
H 0.6575 -6.7725 3.7858 0.0 0.1 0.0 0.211
H -1.0184 -3.1021 3.4537 0.1 0.1 -0.1 0.220
H -0.0147 -3.2060 1.9919 0.0 0.2 0.1 0.214
H 0.7597 -3.1611 3.5994 -0.1 -0.1 -0.1 0.210
H -1.1511 -6.7009 2.5391 0.1 0.0 0.1 0.110
```
Positions in Å, forces in eV/Å.

The calculation puts the total energy at -4934.35869 a.u. The LUMO energy is -1.879 eV. Its spin multiplicity is 1. Its structure (SMILES) is CNCc1c(B(O)O)c(P(O)Br)c2nsnc2c1S.CN(C)C=O.CN(C)C=O.



Entry 2:
Below is C14H24BIIrN5O3SSb as an isolated structure in a non-equilibrium geometry, with properties calculated with the ωB97M-V functional and the def2-TZVPD basis.

Structure (XYZ):
```
51
Properties=species:S:1:pos:R:3:forces:R:3:mulliken_spin:R:1
Ir -0.2141 0.9521 0.4394 -0.3 -1.2 1.6 0.415
N -1.5435 2.6249 1.3992 0.2 -0.1 0.1 -0.002
C -2.5759 2.9192 0.3808 0.1 0.1 -0.1 0.003
C -3.0617 1.6270 -0.2270 -0.1 0.0 0.0 -0.002
N -1.8991 0.9289 -0.8570 0.1 0.0 0.0 0.003
H -1.9512 2.3383 2.2839 -0.1 0.1 0.0 0.000
H -1.0197 3.4719 1.5951 0.0 0.0 0.1 0.000
H -2.0973 3.5241 -0.3928 0.0 0.1 0.0 0.000
H -3.4102 3.4948 0.7816 0.0 0.0 0.0 0.000
H -3.8467 1.8090 -0.9610 0.0 0.0 0.0 0.000
H -3.4633 0.9732 0.5403 0.0 0.0 -0.1 -0.001
H -1.6741 1.4141 -1.7247 0.0 -0.1 0.0 0.002
H -2.1575 -0.0156 -1.1309 -0.1 0.0 0.0 0.000
O 1.1535 -1.7131 -0.2617 0.1 0.0 0.0 0.002
B 0.7877 -0.4436 -0.6714 0.3 0.1 0.0 0.010
O 1.2868 -0.1835 -1.9482 -0.2 0.0 -0.1 0.004
C 2.0054 -1.3229 -2.3162 0.0 0.0 0.0 0.000
C 2.7128 -1.5600 -3.4704 0.0 0.0 0.0 0.001
C 3.3562 -2.7925 -3.5487 0.0 0.0 0.0 0.000
C 3.2792 -3.7225 -2.5156 0.0 0.0 0.0 0.000
C 2.5565 -3.4644 -1.3533 0.0 0.0 0.0 0.000
C 1.9269 -2.2436 -1.2930 0.0 0.0 0.0 -0.001
H 2.7662 -0.8350 -4.2705 0.0 0.0 0.0 0.000
H 3.9342 -3.0292 -4.4310 0.0 0.0 0.0 0.000
H 3.7925 -4.6684 -2.6162 0.0 0.0 0.0 0.000
H 2.4983 -4.1821 -0.5470 0.0 0.0 0.0 0.000
C -0.5776 -3.4009 1.3997 0.1 0.0 0.1 0.006
Sb -1.0298 -1.4516 2.0411 -0.8 1.2 -1.2 0.061
C -1.2252 -1.5209 4.1403 0.2 0.2 0.0 0.004
C -3.1076 -1.3146 1.5363 0.1 -0.4 0.3 0.011
H -1.2432 -4.0717 1.9421 0.0 0.0 0.0 0.001
H 0.4594 -3.6175 1.6375 0.0 0.0 0.0 0.000
H -0.7408 -3.4780 0.3292 0.0 0.0 0.0 0.000
H -2.0649 -2.1815 4.3509 0.0 0.0 0.0 0.001
H -1.4265 -0.5316 4.5450 0.0 0.0 0.0 0.000
H -0.3088 -1.9143 4.5698 0.0 0.0 0.0 -0.001
H -3.6543 -2.0940 2.0670 -0.1 0.0 -0.1 0.001
H -3.2543 -1.4572 0.4659 -0.1 0.0 0.0 0.001
H -3.4903 -0.3503 1.8595 -0.1 -0.1 0.1 0.000
I 3.0002 6.0665 -0.7016 0.0 0.0 0.0 0.002
C 1.9441 4.3259 -0.9835 0.0 0.0 0.0 -0.001
C 1.7835 3.6101 -2.1556 0.0 0.0 0.0 0.005
N 1.0197 2.5474 -1.8771 -0.2 0.2 -0.1 -0.006
N 0.6635 2.5287 -0.5791 0.1 0.1 -0.3 0.028
C 1.2390 3.6036 -0.0246 -0.2 0.1 -0.1 0.001
H 2.1673 3.7858 -3.1471 0.0 0.0 0.0 0.000
H 0.8093 1.7553 -2.4704 0.2 -0.1 0.1 0.001
H 1.1368 3.8099 1.0280 0.0 0.0 0.0 0.007
O 1.5153 -1.3321 2.8497 0.6 -0.4 0.2 0.035
S 2.1185 -0.0535 2.4939 -0.6 0.0 0.4 0.001
N 1.1247 0.8351 1.7995 0.7 0.2 -0.8 0.408
```
Positions in Å, forces in eV/Å.

The energy relative to the best compared isomer or geometry (same formula, charge and spin) is 37.5 kcal per mole. The calculation puts the total energy at -2112.19282 a.u. As for the expectation value of S²: 0.764. The LUMO energy (alpha / beta) is -7.061 / -8.714 eV. As for the total charge: +2. Its spin multiplicity is 2.



Entry 3:
Below is one molecule with the formula C14H24BNO2 in a non-equilibrium geometry, with properties calculated with the ωB97M-V functional and the def2-TZVPD basis.

Structure (XYZ):
```
42
Properties=species:S:1:pos:R:3:forces:R:3:nbo_charge:R:1
C 0.4349 4.0722 1.1844 0.4 -0.8 -0.7 -0.624
C -0.2655 2.6652 0.8845 -1.0 1.1 2.0 0.025
C -1.7832 2.7471 1.2950 -0.2 1.3 -0.5 -0.645
C -0.1118 2.2268 -0.5764 2.2 0.5 2.0 -0.249
C -1.0925 1.1648 -0.8389 -0.8 -0.8 -1.2 -0.426
C -1.2550 0.1079 0.3058 -2.2 0.3 -2.0 0.060
O -1.3207 -1.1585 -0.4352 2.3 0.3 2.1 -0.710
B -0.1007 -1.6873 -0.0304 1.1 -2.1 0.6 1.126
C 0.2356 -3.1995 -0.4946 1.6 2.3 -0.1 -0.392
C 1.7248 -3.3498 -0.9681 0.0 0.2 1.7 -0.401
C 1.7348 -3.2413 -2.4819 1.0 0.6 -0.7 -0.440
C 0.2741 -3.2472 -2.9102 -1.1 -0.8 1.0 -0.237
N -0.5360 -3.5005 -1.6379 -1.8 0.7 -2.6 -0.622
O 0.7448 -0.9770 0.8835 -2.3 -1.1 -1.6 -0.699
C -0.1294 0.0693 1.3058 0.0 0.4 3.0 0.226
C -0.6608 -0.2568 2.8007 0.1 -1.2 -2.7 -0.618
C 0.6620 1.3569 1.3377 -1.8 3.0 -1.6 -0.241
C 1.2658 1.6262 -0.0601 0.1 -0.6 -0.8 -0.400
H 1.5069 4.1341 0.8149 -1.5 0.1 -0.4 0.209
H 0.6382 4.3716 2.2046 -0.7 -0.6 0.8 0.216
H -0.2564 4.8454 0.7862 0.8 -0.3 -0.1 0.216
H -2.0212 3.0987 2.3135 0.5 -0.3 -0.2 0.219
H -2.3295 3.4923 0.6262 0.9 -0.7 0.6 0.209
H -2.3099 1.8163 1.0962 0.1 0.4 0.5 0.208
H -0.1008 2.9660 -1.3797 0.1 0.1 0.2 0.216
H -0.6801 0.6717 -1.7554 -0.8 -0.2 0.7 0.226
H -2.0708 1.6271 -1.1132 0.6 -0.6 0.2 0.224
H -2.2304 0.1392 0.8461 0.8 0.2 -0.7 0.206
H -0.0661 -3.8886 0.2659 0.3 -0.5 1.0 0.218
H 2.0894 -4.3268 -0.6092 0.2 0.5 -0.2 0.212
H 2.2869 -2.5040 -0.5021 0.0 -1.0 -0.2 0.217
H 2.1019 -2.2809 -2.8323 0.3 0.5 0.5 0.200
H 2.4995 -3.8971 -2.9843 -1.3 -0.1 0.5 0.219
H 0.0178 -2.2643 -3.3850 0.0 -1.1 0.1 0.180
H 0.0462 -4.1441 -3.4819 -0.1 0.5 -0.9 0.205
H -1.3525 -2.8439 -1.6074 0.8 -1.2 -0.6 0.370
H -1.0411 -1.2856 2.8591 0.3 0.0 -0.2 0.213
H 0.1506 -0.1532 3.4570 1.1 0.1 1.0 0.214
H -1.4814 0.3307 3.1186 -0.7 1.1 0.1 0.212
H 1.1981 1.5709 2.2508 0.4 -0.4 0.1 0.221
H 1.5517 0.6759 -0.5522 0.6 0.8 0.0 0.211
H 2.0319 2.4301 -0.0002 -0.3 -1.1 -0.4 0.224
```
Positions in Å, forces in eV/Å.

The energy relative to the best compared isomer or geometry (same formula, charge and spin) is 17.0 kcal per mole. The calculation puts the total energy at -777.93138 a.u. The LUMO energy is 0.642 eV. Its spin multiplicity is 1. Its structure (SMILES) is CC1(C)[C@@H]2C[C@H]3OB([C@@H]4CCCN4)O[C@@]3(C)[C@H]1C2.